one | {"formula": "C4H14N3", "method": "wB97M-V/def2-TZVPD", "species": ["C", "C", "C", "C", "N", "N", "N", "H", "H", "H", "H", "H", "H", "H", "H", "H", "H", "H", "H", "H", "H"], "coordinates": [[-1.3418, 0.8353, -1.2002], [-0.9276, 0.3778, 1.4379], [1.6430, 1.0238, 0.2851], [-0.6108, 0.0456, -0.0574], [-0.8666, -1.4045, -0.1576], [0.8844, 0.1721, -0.4433], [1.4529, -1.1659, -0.4623], [-0.8525, 0.6750, -2.2289], [-1.2712, 1.8813, -1.0540], [-2.4137, 0.5254, -1.1750], [-0.2388, -0.3846, 2.0014], [-0.9231, 1.4519, 1.7043], [-1.9780, -0.0025, 1.7286], [2.6854, 1.1504, -0.2489], [1.2044, 1.9502, 0.1408], [2.0108, 0.8928, 1.2921], [-1.4479, -1.7556, -0.8952], [-1.3796, -1.7623, 0.6799], [2.0191, -1.2963, -1.3316], [1.9786, -1.4740, 0.4483], [0.3730, -1.7357, -0.4639]], "nbo_charge": [-0.633, -0.659, -0.450, 0.277, -0.824, -0.274, -0.627, 0.244, 0.238, 0.227, 0.219, 0.262, 0.242, 0.215, 0.231, 0.200, 0.418, 0.422, 0.430, 0.402, 0.440], "total_charge": 1, "homo_energy_ev": -13.792}

---

two | {"formula": "C4H14N3", "method": "wB97M-V/def2-TZVPD", "species": ["C", "C", "H", "H", "H", "H", "H", "H", "C", "C", "N", "N", "N", "H", "H", "H", "H", "H", "H", "H", "H"], "coordinates": [[1.0909, 2.4183, -1.3685], [-0.3871, 2.0954, -1.3536], [1.6315, 1.9746, -2.2055], [1.2332, 3.4934, -1.3752], [1.6365, 1.9517, -0.5419], [-1.0189, 2.9856, -1.3189], [-0.7912, 1.5659, -0.4857], [-0.7942, 1.5067, -2.1775], [0.8548, -2.7623, 0.5933], [-0.6258, -0.9028, 0.8601], [-0.4635, -2.2090, 0.7337], [0.3597, -0.0833, 1.1965], [-1.8369, -0.3191, 0.6406], [-1.2244, -2.7757, 0.3808], [1.1377, -0.3797, 1.7845], [0.1046, 0.8516, 1.4986], [-2.5659, -0.6468, 0.0452], [-2.1668, 0.2044, 1.4491], [1.4620, -2.7857, 1.5007], [1.5272, -2.3675, -0.1718], [0.8363, -3.8159, 0.3155]], "nbo_charge": [-0.625, -0.627, 0.222, 0.227, 0.192, 0.221, 0.176, 0.213, -0.472, 0.689, -0.523, -0.741, -0.802, 0.436, 0.426, 0.429, 0.430, 0.419, 0.223, 0.235, 0.253], "total_charge": 1, "homo_energy_ev": -14.458}

---

Relative energies, eV: one 2.426; two 0.000.

---

one | {"formula": "CH4Cl2N2OS2", "method": "wB97M-V/def2-TZVPD", "species": ["C", "N", "N", "O", "S", "S", "Cl", "Cl", "H", "H", "H", "H"], "coordinates": [[-0.3829, -1.7271, -1.8994], [-0.1763, -1.2600, -0.7606], [-0.7173, 1.0024, 1.3265], [1.5755, -0.2615, 1.1581], [1.5653, 2.6750, 1.4144], [0.9097, 0.9052, 0.5542], [-1.8758, 1.3512, 0.0147], [-0.9444, -0.4138, 2.2477], [-1.4240, -2.1539, -2.1335], [0.2448, 3.0565, 1.2171], [0.4574, -2.0258, -2.5938], [0.7678, -1.1483, -0.5453]], "nbo_charge": [-0.026, -0.636, -0.687, -0.913, -0.179, 1.267, 0.129, 0.219, 0.166, 0.171, 0.145, 0.345], "homo_energy_ev": -9.412}

---

two | {"formula": "CH4Cl2N2OS2", "method": "wB97M-V/def2-TZVPD", "species": ["C", "N", "N", "O", "S", "S", "Cl", "Cl", "H", "H", "H", "H"], "coordinates": [[2.2456, 2.3464, -0.8204], [1.3653, 1.7367, -1.4647], [-1.3685, -2.0443, 1.6192], [-1.6885, 0.3954, 0.9337], [-2.4088, -1.5953, -1.0239], [-1.0694, -0.7744, 0.3867], [-0.5591, -3.5082, 1.1432], [-0.8269, -1.4786, 3.1654], [3.2788, 2.0580, -0.9698], [-1.4558, -2.3411, -1.5868], [2.0778, 3.1565, -0.1014], [0.4095, 2.0487, -1.2812]], "nbo_charge": [-0.035, -0.603, -0.671, -0.903, -0.179, 1.322, 0.132, 0.152, 0.156, 0.147, 0.145, 0.336], "homo_energy_ev": -9.676}

---

Relative energies, eV: one 0.710; two 0.000.

---

one | {"formula": "C3H2O3", "method": "wB97M-V/def2-TZVPD", "species": ["O", "C", "C", "O", "C", "O", "H", "H"], "coordinates": [[-2.3851, 0.0989, 0.7514], [-1.2613, 0.0873, 0.8577], [0.1978, 0.5027, -1.0025], [-0.4036, 1.2686, -1.6578], [1.0219, -0.3324, -0.3685], [1.2424, -0.2349, 0.9711], [0.3088, -0.1393, 1.3378], [1.2791, -1.2508, -0.8892]], "nbo_charge": [-0.438, 0.493, 0.598, -0.450, -0.165, -0.695, 0.437, 0.220], "homo_energy_ev": -8.824}

---

two | {"formula": "C3H2O3", "method": "wB97M-V/def2-TZVPD", "species": ["O", "C", "C", "O", "C", "O", "H", "H"], "coordinates": [[-0.8396, 1.9734, -0.0898], [-0.7155, 0.9556, 0.5404], [0.5034, 0.0559, 0.3197], [1.5196, 0.1729, 0.9595], [0.3680, -1.0088, -0.7653], [-0.6869, -1.1986, -1.3153], [-1.4374, 0.6385, 1.3179], [1.2883, -1.5889, -0.9671]], "nbo_charge": [-0.459, 0.355, 0.384, -0.443, 0.338, -0.452, 0.135, 0.142], "homo_energy_ev": -10.050, "smiles": "O=CC(=O)C=O"}

---

three | {"formula": "C3H2O3", "method": "wB97M-V/def2-TZVPD", "species": ["O", "C", "C", "O", "C", "O", "H", "H"], "coordinates": [[1.7173, -1.0433, 0.1265], [0.7529, -0.9358, -0.5835], [-0.2353, 0.2110, -0.4421], [-0.7534, 0.6844, -1.4256], [-0.5694, 0.7662, 0.9409], [-0.3616, 0.1631, 1.9619], [0.5521, -1.6027, -1.4443], [-1.0859, 1.7427, 0.8938]], "nbo_charge": [-0.441, 0.341, 0.371, -0.444, 0.339, -0.438, 0.136, 0.136], "homo_energy_ev": -10.064, "smiles": "O=CC(=O)C=O"}

---

four | {"formula": "C3H2O3", "method": "wB97M-V/def2-TZVPD", "species": ["O", "C", "C", "O", "C", "O", "H", "H"], "coordinates": [[1.8332, -0.2976, 2.0215], [1.2614, -0.7697, 1.0637], [0.0687, -0.1460, 0.4852], [0.2470, 0.5793, -0.5730], [-1.1496, 0.7313, -0.9552], [-1.5761, 0.1512, -1.8894], [1.4738, -1.7839, 0.6574], [-1.6485, 1.3882, -0.2381]], "nbo_charge": [-0.499, 0.274, 0.243, -0.468, 0.636, -0.477, 0.130, 0.162], "homo_energy_ev": -9.629}

---

Relative energies, eV: one 0.889; two 0.056; three 0.000; four 2.180.

---

one | {"formula": "C7H8N2O", "method": "wB97M-V/def2-TZVPD", "species": ["C", "C", "C", "C", "C", "C", "C", "N", "N", "O", "H", "H", "H", "H", "H", "H", "H", "H"], "coordinates": [[1.1878, -0.8516, -1.0457], [0.0913, -1.6663, -0.7937], [1.8899, -0.5586, 0.1128], [0.8438, -1.9992, 1.4734], [0.0315, -2.2767, 0.4295], [-0.7420, 1.1950, -0.2957], [-1.6296, 1.7101, 0.9035], [1.7376, -1.0968, 1.2991], [-1.1371, 1.4839, -1.5722], [-0.0084, 2.1600, -0.9179], [1.3051, -0.2082, -1.9431], [-0.5308, -1.9873, -1.4985], [2.8165, 0.0001, 0.0853], [0.6144, -2.4530, 2.3676], [-2.4018, 2.4427, 0.5781], [-0.9656, 2.3581, 1.5466], [-2.2840, 0.9929, 1.6004], [-0.8187, 0.7551, -2.3295]], "nbo_charge": [-0.244, -0.285, 0.026, -0.064, 0.127, 0.422, -0.717, -0.390, -0.370, -0.378, 0.230, 0.213, 0.197, 0.194, 0.234, 0.234, 0.234, 0.338], "homo_energy_ev": [-9.125, -8.606]}

---

two | {"formula": "C7H8N2O", "method": "wB97M-V/def2-TZVPD", "species": ["C", "C", "C", "C", "C", "C", "N", "N", "C", "O", "H", "H", "H", "H", "H", "H", "H", "H"], "coordinates": [[-2.8568, 0.2278, -0.4769], [-1.6318, 0.2210, 0.3294], [-0.8047, 0.7854, 1.1650], [-0.3795, -0.5436, 0.5991], [0.7458, -0.5654, -0.4735], [1.9197, -1.4257, -0.1567], [2.9659, -0.7559, 0.1404], [2.6627, 0.5704, 0.0464], [1.3807, 0.8013, -0.3661], [0.8353, 1.8707, -0.4710], [-2.9568, -0.6950, -1.0454], [-2.8382, 1.0709, -1.1675], [-3.7258, 0.3423, 0.1720], [-0.5439, 1.5497, 1.8503], [-0.3972, -1.4435, 1.2083], [0.3140, -0.7693, -1.4545], [1.9457, -2.4974, -0.1712], [3.3649, 1.2564, 0.2718]], "nbo_charge": [-0.660, 0.045, -0.151, -0.233, -0.424, 0.046, -0.207, -0.466, 0.667, -0.590, 0.222, 0.240, 0.236, 0.231, 0.185, 0.248, 0.201, 0.411], "homo_energy_ev": -8.954, "smiles": "CC1=C[C@@H]1[C@@H]1C=NNC1=O"}

---

Relative energies, eV: one 5.512; two 0.000.